325
Properties=species:S:1:pos:R:3:lowdin_charge:R:1 method="wB97M-V/def2-TZVPD" e_homo_ev=-8.06 charge=0 multiplicity=1 total_energy_ev=-159802.550 lumo_energy_ev=0.588
C 2.678 -3.386 -4.368 -0.039
C 2.257 -2.857 -5.716 -0.444
C 1.582 -3.841 -6.606 -0.209
O 2.371 -4.990 -6.872 -0.194
C 1.849 -5.904 -7.768 -0.121
N 1.373 -1.683 -5.647 0.061
H 1.746 -3.504 -3.826 0.063
H 3.303 -2.697 -3.766 0.078
H 3.224 -4.316 -4.485 0.079
H 3.156 -2.488 -6.197 0.116
H 1.341 -3.337 -7.579 0.138
H 0.635 -4.134 -6.180 0.124
H 1.877 -5.410 -8.745 0.091
H 0.816 -6.205 -7.485 0.101
H 2.509 -6.720 -7.728 0.072
H 1.037 -1.364 -6.591 0.088
H 1.868 -0.928 -5.265 0.024
C -3.582 3.495 -2.163 -0.048
C -4.855 2.685 -2.371 -0.445
C -5.816 2.708 -1.147 -0.225
O -5.338 1.904 -0.126 -0.179
C -5.698 0.576 -0.424 -0.108
N -5.553 3.062 -3.601 0.045
H -3.126 3.420 -1.148 0.070
H -3.838 4.536 -2.343 0.081
H -2.772 3.052 -2.794 0.080
H -4.510 1.657 -2.411 0.093
H -6.784 2.397 -1.497 0.107
H -5.966 3.738 -0.786 0.133
H -4.983 -0.042 0.227 0.095
H -5.602 0.395 -1.538 0.074
H -6.762 0.394 -0.247 0.089
H -6.051 2.266 -4.051 0.072
H -5.050 3.641 -4.277 0.076
C -0.013 -2.799 3.363 -0.053
C 1.280 -2.087 2.984 -0.394
C 1.825 -2.664 1.718 -0.194
O 3.137 -2.168 1.492 -0.200
C 4.115 -3.149 1.707 -0.105
N 1.033 -0.626 2.896 0.088
H -0.909 -2.381 2.865 0.056
H -0.245 -2.733 4.452 0.071
H -0.048 -3.904 3.187 0.086
H 1.954 -2.260 3.794 0.113
H 1.208 -2.533 0.837 0.096
H 1.904 -3.742 1.847 0.121
H 5.108 -2.789 1.432 0.093
H 3.937 -3.967 1.036 0.076
H 4.170 -3.583 2.733 0.081
H 1.843 -0.147 2.530 0.037
H 0.204 -0.345 2.320 0.066
C 4.801 5.365 -2.051 -0.058
C 6.246 5.830 -2.105 -0.377
C 7.272 4.776 -1.804 -0.222
O 7.342 3.813 -2.838 -0.197
C 8.191 2.808 -2.413 -0.114
N 6.510 6.285 -3.520 0.033
H 4.257 6.237 -2.338 0.067
H 4.351 5.205 -1.100 0.043
H 4.479 4.493 -2.718 0.090
H 6.448 6.726 -1.440 0.158
H 7.141 4.232 -0.826 0.124
H 8.192 5.245 -1.785 0.096
H 7.907 2.523 -1.385 0.069
H 9.228 3.091 -2.396 0.085
H 7.998 2.089 -3.148 0.076
H 6.866 5.507 -4.066 0.055
H 7.275 6.978 -3.525 0.076
C -0.825 3.910 0.675 -0.030
C 0.472 3.200 0.139 -0.405
C 1.215 4.115 -0.886 -0.181
O 0.364 4.362 -1.958 -0.167
C 0.285 3.321 -2.862 -0.132
N 1.330 2.785 1.219 0.087
H -1.307 4.480 -0.137 0.068
H -0.497 4.668 1.451 0.075
H -1.550 3.241 1.236 0.073
H 0.167 2.335 -0.372 0.070
H 2.140 3.649 -1.198 0.114
H 1.432 5.020 -0.400 0.110
H 1.306 3.042 -3.378 0.116
H -0.296 3.674 -3.729 0.084
H -0.098 2.382 -2.497 0.056
H 0.812 2.503 2.028 0.044
H 1.880 1.967 0.978 0.064
C -4.020 -0.971 -9.120 -0.128
O -3.456 -0.624 -7.901 -0.212
C -2.633 -1.593 -7.299 -0.214
C -1.820 -0.795 -6.274 -0.218
N -0.957 0.202 -6.872 -0.070
C -0.595 1.166 -5.866 -0.188
C 0.266 2.288 -6.511 -0.214
O -0.621 2.960 -7.358 -0.209
C -0.137 4.213 -7.859 -0.083
H -4.600 -0.100 -9.396 0.082
H -4.681 -1.884 -9.124 0.089
H -3.267 -1.089 -9.947 0.098
H -2.000 -2.114 -8.079 0.137
H -3.222 -2.356 -6.803 0.111
H -1.173 -1.500 -5.706 0.109
H -2.577 -0.270 -5.653 0.101
H -1.397 0.581 -7.685 0.101
H 0.052 0.606 -5.185 0.101
H -1.549 1.573 -5.440 0.130
H 1.084 1.922 -7.096 0.107
H 0.668 3.068 -5.869 0.095
H 0.036 4.931 -7.061 0.082
H -0.917 4.622 -8.499 0.086
H 0.775 4.040 -8.427 0.084
C 3.915 4.493 -5.490 -0.101
O 3.607 3.318 -4.759 -0.227
C 4.732 2.442 -4.572 -0.199
C 4.408 1.019 -4.975 -0.239
N 4.321 0.678 -6.344 -0.050
C 5.589 0.483 -7.095 -0.165
C 5.936 -0.993 -7.359 -0.199
O 6.384 -1.398 -6.066 -0.215
C 6.576 -2.790 -5.996 -0.113
H 4.697 5.026 -5.077 0.032
H 2.974 5.076 -5.437 0.100
H 4.045 4.308 -6.559 0.087
H 4.960 2.503 -3.472 0.120
H 5.567 2.797 -5.190 0.122
H 3.400 0.737 -4.557 0.113
H 5.203 0.356 -4.550 0.131
H 3.704 1.285 -6.785 0.070
H 6.355 0.869 -6.444 0.102
H 5.577 1.142 -7.966 0.117
H 6.794 -1.056 -8.067 0.124
H 5.126 -1.706 -7.686 0.126
H 7.450 -3.157 -6.518 0.083
H 5.703 -3.314 -6.381 0.078
H 6.681 -3.017 -4.956 0.081
C 1.796 -0.627 6.430 -0.107
O 2.213 -1.870 6.994 -0.215
C 1.065 -2.626 7.497 -0.190
C 1.512 -4.067 7.696 -0.242
N 1.609 -4.815 6.489 -0.055
C 2.807 -5.720 6.236 -0.137
C 4.230 -5.083 6.150 -0.252
O 4.385 -4.309 5.041 -0.194
C 5.054 -3.079 5.150 -0.092
H 2.657 -0.031 6.215 0.073
H 1.091 -0.150 7.170 0.090
H 1.168 -0.787 5.497 0.076
H 0.235 -2.611 6.739 0.120
H 0.653 -2.159 8.376 0.110
H 0.822 -4.560 8.418 0.125
H 2.477 -4.028 8.125 0.092
H 1.634 -4.158 5.670 0.105
H 2.615 -6.195 5.317 0.092
H 2.841 -6.434 7.032 0.102
H 4.970 -5.898 6.187 0.124
H 4.402 -4.514 7.045 0.098
H 5.113 -2.785 6.200 0.090
H 4.486 -2.318 4.634 0.070
H 6.042 -3.206 4.696 0.093
C -6.589 -2.392 2.190 -0.110
O -5.390 -2.223 2.912 -0.233
C -5.556 -1.305 4.022 -0.187
C -4.342 -1.480 4.957 -0.194
N -4.133 -2.826 5.440 -0.023
C -5.035 -3.218 6.543 -0.221
C -4.722 -4.456 7.250 -0.286
O -4.947 -5.582 6.437 -0.193
C -5.139 -6.738 7.263 -0.102
H -7.363 -2.905 2.793 0.096
H -6.329 -3.024 1.325 0.082
H -6.916 -1.386 1.825 0.088
H -6.517 -1.442 4.478 0.086
H -5.664 -0.278 3.625 0.113
H -4.521 -0.748 5.770 0.117
H -3.494 -1.206 4.376 0.067
H -4.233 -3.469 4.663 0.083
H -6.054 -3.260 6.205 0.113
H -4.999 -2.460 7.373 0.140
H -5.332 -4.496 8.228 0.142
H -3.666 -4.473 7.623 0.137
H -6.220 -6.817 7.455 0.089
H -4.675 -6.604 8.199 0.054
H -4.728 -7.678 6.760 0.111
C -5.076 -1.967 -3.076 -0.106
O -5.900 -1.219 -3.911 -0.215
C -5.257 -0.383 -4.860 -0.226
C -6.256 -0.160 -5.951 -0.186
N -6.585 -1.521 -6.547 -0.030
C -7.588 -1.288 -7.612 -0.217
C -7.748 -2.571 -8.432 -0.242
O -8.775 -2.246 -9.332 -0.203
C -9.051 -3.209 -10.347 -0.111
H -4.638 -1.328 -2.247 0.077
H -4.267 -2.376 -3.695 0.091
H -5.718 -2.740 -2.617 0.099
H -4.513 -1.006 -5.295 0.073
H -4.810 0.490 -4.367 0.109
H -5.851 0.486 -6.752 0.120
H -7.158 0.374 -5.613 0.116
H -6.911 -2.170 -5.822 0.112
H -7.335 -0.445 -8.257 0.118
H -8.540 -1.033 -7.223 0.102
H -8.087 -3.387 -7.713 0.141
H -6.798 -2.874 -8.876 0.103
H -8.399 -4.137 -10.341 0.096
H -8.990 -2.698 -11.313 0.080
H -10.075 -3.671 -10.186 0.093
C -1.108 5.247 9.273 -0.073
O -0.133 4.863 8.278 -0.214
C -0.102 3.531 7.819 -0.235
C 0.784 3.435 6.598 -0.168
N 0.247 4.275 5.498 -0.044
C 1.038 4.374 4.283 -0.189
C 2.471 4.809 4.533 -0.255
O 3.221 3.647 4.692 -0.227
C 4.594 3.872 5.135 -0.078
H -0.630 5.228 10.255 0.084
H -2.002 4.645 9.172 0.073
H -1.398 6.286 9.044 0.088
H -1.150 3.150 7.666 0.111
H 0.372 2.924 8.638 0.132
H 0.822 2.411 6.240 0.113
H 1.769 3.812 6.842 0.105
H -0.179 5.106 5.803 0.079
H 0.527 5.019 3.620 0.092
H 1.260 3.373 3.832 0.113
H 2.582 5.474 5.391 0.121
H 2.824 5.345 3.589 0.138
H 4.709 4.360 6.121 0.095
H 5.089 4.504 4.466 0.048
H 5.192 2.934 5.072 0.093
C 11.942 2.060 0.936 -0.146
O 10.892 2.272 1.795 -0.208
C 9.672 2.720 1.307 -0.208
C 8.568 1.628 1.437 -0.215
N 7.315 2.059 0.974 -0.061
C 6.584 2.867 1.926 -0.238
C 5.132 3.007 1.490 -0.199
O 4.574 1.735 1.150 -0.219
C 4.387 0.897 2.349 -0.030
H 11.717 1.370 0.115 0.085
H 12.824 1.745 1.546 0.098
H 12.308 3.042 0.485 0.101
H 9.717 2.900 0.216 0.108
H 9.560 3.668 1.908 0.142
H 8.484 1.250 2.443 0.108
H 8.930 0.773 0.855 0.129
H 6.660 1.409 0.570 0.115
H 6.923 3.880 2.030 0.107
H 6.667 2.551 2.974 0.101
H 5.150 3.689 0.607 0.117
H 4.537 3.483 2.282 0.106
H 3.712 1.493 2.970 0.084
H 5.329 0.821 2.883 0.080
H 4.031 -0.044 2.051 0.047
C -2.038 0.701 3.658 -0.083
O -1.777 0.699 2.272 -0.203
C -2.538 -0.224 1.534 -0.221
C -2.218 -0.085 0.092 -0.234
N -0.835 -0.229 -0.202 -0.024
C -0.610 -0.517 -1.625 -0.197
C 0.794 -0.884 -1.853 -0.245
O 1.566 0.234 -1.532 -0.194
C 2.972 -0.051 -1.609 -0.057
H -3.089 0.712 3.889 0.063
H -1.618 1.616 4.039 0.078
H -1.426 -0.155 3.944 0.082
H -3.631 -0.132 1.766 0.128
H -2.193 -1.216 1.706 0.087
H -2.565 0.873 -0.309 0.126
H -2.725 -0.945 -0.332 0.108
H -0.312 0.605 0.061 0.087
H -1.029 0.208 -2.324 0.115
H -1.221 -1.405 -1.797 0.112
H 0.970 -1.168 -2.860 0.096
H 0.994 -1.721 -1.188 0.106
H 3.203 -0.519 -2.573 0.059
H 3.187 -0.770 -0.778 0.093
H 3.501 0.919 -1.460 0.094
C -2.315 -5.912 3.550 -0.105
O -2.662 -5.757 2.201 -0.193
C -3.331 -4.498 1.982 -0.204
C -3.578 -4.326 0.454 -0.214
N -2.437 -4.485 -0.383 -0.046
C -1.130 -3.865 0.008 -0.195
C -0.087 -4.418 -0.860 -0.266
O -0.141 -5.833 -0.832 -0.174
C 0.863 -6.368 -1.671 -0.096
H -2.068 -5.008 4.019 0.051
H -1.526 -6.690 3.464 0.108
H -3.220 -6.314 4.029 0.088
H -2.818 -3.631 2.428 0.094
H -4.313 -4.450 2.519 0.112
H -4.004 -3.349 0.213 0.097
H -4.340 -5.044 0.138 0.118
H -2.145 -5.497 -0.464 0.123
H -0.892 -4.273 0.974 0.095
H -1.125 -2.756 0.017 0.108
H 0.891 -4.096 -0.569 0.093
H -0.250 -3.993 -1.894 0.138
H 0.755 -5.988 -2.678 0.077
H 0.694 -7.393 -1.749 0.062
H 1.922 -6.161 -1.283 0.117
C -3.296 4.650 3.211 -0.056
O -3.102 3.664 4.265 -0.228
C -3.312 4.055 5.636 -0.188
C -3.653 2.703 6.318 -0.185
N -4.810 1.988 5.758 -0.041
C -6.089 2.641 6.032 -0.182
C -7.221 1.647 5.805 -0.229
O -7.030 0.545 6.668 -0.193
C -8.199 -0.203 6.818 -0.133
H -3.370 4.014 2.351 0.068
H -2.438 5.359 3.161 0.093
H -4.204 5.198 3.306 0.069
H -4.058 4.840 5.735 0.110
H -2.390 4.490 6.113 0.103
H -3.838 2.872 7.342 0.093
H -2.817 1.981 6.122 0.121
H -4.638 2.080 4.823 0.045
H -6.200 3.455 5.339 0.110
H -6.108 3.017 7.066 0.132
H -7.257 1.260 4.817 0.103
H -8.120 2.259 5.959 0.123
H -8.310 -0.815 5.889 0.083
H -9.187 0.339 6.998 0.107
H -7.986 -0.870 7.646 0.082

***

14
Properties=species:S:1:pos:R:3:lowdin_charge:R:1 method="wB97M-V/def2-TZVPD" e_homo_ev=-14.62 charge=+1 multiplicity=1 smiles="C/C=C/C([NH3+])=O" total_energy_ev=-7806.963 lumo_energy_ev=-4.789
C 2.508 -0.490 0.054 -0.053
C 1.149 -0.720 -0.448 -0.035
C 0.034 0.036 -0.113 -0.042
C -1.365 -0.217 -0.393 -0.372
N -2.279 0.886 0.374 0.239
O -2.006 -0.977 -1.011 0.197
H 2.755 0.436 -0.342 0.082
H 3.227 -1.319 -0.008 0.112
H 2.568 -0.187 1.056 0.080
H 0.917 -1.592 -1.096 0.145
H 0.200 0.959 0.601 0.155
H -2.166 1.756 -0.143 0.159
H -2.335 1.019 1.358 0.141
H -3.207 0.413 0.112 0.192

***

16
Properties=species:S:1:pos:R:3:lowdin_charge:R:1 method="wB97M-V/def2-TZVPD" e_homo_ev=-4.10 charge=-1 multiplicity=1 total_energy_ev=-10438.021 lumo_energy_ev=4.130
O 0.020 -1.322 1.558 -0.097
C 0.154 -0.159 1.115 -0.754
O 0.488 0.889 1.680 -0.053
C -0.464 -0.003 -0.346 -0.148
C 0.082 1.258 -1.032 -0.283
C 1.614 1.310 -0.999 -0.130
H -1.494 0.051 0.015 0.098
H -0.130 -0.877 -0.915 0.100
H -0.346 2.102 -0.511 0.085
H -0.262 1.306 -2.079 0.085
H 1.986 2.079 -0.329 0.060
H 2.031 0.387 -0.586 0.068
H 2.094 1.393 -1.985 0.055
H -1.359 -2.835 2.006 0.009
H -2.382 -2.389 1.006 0.009
O -2.032 -3.192 1.402 -0.104

***

no.,HOMO-LUMO gap (eV)
1,8.6
2,9.8
3,8.2